[1]
Here is a cluster of 3 separate species, C31H69BN2O12P2 in total from the Open Molecules 2025 dataset. Energies are from ωB97M-V/def2-TZVPD.

Cartesian coordinates (Å):
1 C 7.2150 2.5255 1.2656
2 C 6.3713 3.7788 0.9141
3 C 4.8730 3.3936 0.9986
4 C 3.9500 4.1955 0.0304
5 C 2.7465 4.6550 0.8697
6 C 3.5655 3.3286 -1.2297
7 C 4.9239 3.0471 -1.8967
8 C 4.9028 2.5285 -3.3474
9 C 4.5602 1.0231 -3.4668
10 N 4.8798 0.5429 -4.8176
11 C 2.8326 2.0260 -0.8020
12 O 3.3539 0.9484 -0.5474
13 N 1.4935 2.2753 -0.8027
14 C 1.0522 3.3233 -1.7105
15 C 0.0970 4.2249 -0.8268
16 O -0.0385 3.7051 0.4947
17 C -0.8631 4.5311 1.2839
18 C 0.1816 2.9358 -2.9275
19 C -0.6177 1.6126 -2.7938
20 C -1.6288 1.5873 -1.6433
21 C 0.2893 0.3422 -2.8312
22 C 2.4491 3.9072 -2.1342
23 B 2.5416 5.4277 -2.5896
24 O 2.2083 6.5215 -1.8049
25 O 3.0379 5.6933 -3.8718
26 C 1.9681 5.7739 -4.8235
27 H 7.0667 2.2328 2.3096
28 H 8.2823 2.6737 1.0952
29 H 6.8214 1.6922 0.6741
30 H 6.6027 4.5069 1.6958
31 H 6.6705 4.1086 -0.0789
32 H 4.5507 3.6110 2.0193
33 H 4.7746 2.3173 0.8451
34 H 4.4830 5.0831 -0.3314
35 H 2.2186 3.7763 1.2362
36 H 3.1565 5.1483 1.7600
37 H 2.1095 5.3908 0.3857
38 H 5.5303 2.3378 -1.3270
39 H 5.4848 3.9878 -1.8852
40 H 5.9337 2.6111 -3.7184
41 H 4.2987 3.1355 -4.0274
42 H 3.5152 0.8455 -3.2126
43 H 5.2077 0.4660 -2.7851
44 H 5.8184 0.8285 -5.0559
45 H 4.2115 0.8579 -5.5055
46 H 0.8676 1.5195 -0.5749
47 H 0.4238 5.2656 -0.7229
48 H -0.9303 4.2587 -1.2171
49 H -0.8843 5.5737 0.9411
50 H -1.8967 4.1590 1.2511
51 H -0.5024 4.5448 2.3146
52 H -0.5586 3.7064 -3.1680
53 H 0.7673 2.8205 -3.8496
54 H -1.2088 1.5503 -3.7155
55 H -1.1975 1.7334 -0.6493
56 H -2.0855 0.5907 -1.6323
57 H -2.4548 2.2947 -1.7629
58 H 1.2609 0.6738 -3.2136
59 H -0.1089 -0.3483 -3.5740
60 H 0.4358 -0.1092 -1.8504
61 H 2.5619 3.4100 -3.1068
62 H 1.5614 7.0367 -2.3036
63 H 1.8440 4.8070 -5.3274
64 H 1.0149 5.9762 -4.3148
65 H 2.1979 6.5329 -5.5693
66 O -0.0537 -1.9101 0.1059
67 P 0.9039 -2.5819 1.0320
68 O 1.6261 -3.7076 0.0870
69 C 2.5750 -3.2387 -0.8794
70 C 3.8229 -2.6587 -0.2433
71 O -0.1607 -3.4599 1.9194
72 C -1.5706 -3.2945 1.7853
73 C -2.1400 -4.1872 0.7002
74 O 2.0088 -2.6045 2.2263
75 C 2.0737 -3.6310 3.2328
76 C 2.1947 -5.0541 2.7323
77 H 2.0976 -2.4956 -1.5252
78 H 2.8397 -4.0944 -1.5003
79 H 3.5862 -1.7525 0.3187
80 H 4.5512 -2.3987 -1.0124
81 H 4.2814 -3.3644 0.4503
82 H -1.8210 -2.2487 1.6135
83 H -2.0165 -3.5617 2.7458
84 H -1.5508 -4.1652 -0.2163
85 H -3.1629 -3.8963 0.4578
86 H -2.1479 -5.2272 1.0328
87 H 1.2242 -3.5285 3.9065
88 H 2.9611 -3.3954 3.8225
89 H 1.3387 -5.3736 2.1447
90 H 2.2783 -5.7292 3.5862
91 H 3.0835 -5.1698 2.1109
92 O -7.2569 -6.3875 3.5754
93 P -6.8662 -5.1528 2.8398
94 O -7.5994 -3.9582 3.6899
95 C -7.0509 -3.6047 4.9638
96 C -5.6827 -2.9531 4.8562
97 O -7.8213 -5.3159 1.5181
98 C -8.5718 -6.5046 1.2710
99 C -9.9371 -6.4517 1.9290
100 O -5.8229 -4.1914 2.0417
101 C -6.1857 -3.3908 0.9020
102 C -7.3373 -2.4273 1.0898
103 H -7.0040 -4.4929 5.6004
104 H -7.7523 -2.9072 5.4209
105 H -4.9377 -3.6532 4.4709
106 H -5.3489 -2.6112 5.8368
107 H -5.7100 -2.1016 4.1763
108 H -8.0126 -7.3849 1.5822
109 H -8.6924 -6.5849 0.1888
110 H -9.8852 -6.1005 2.9591
111 H -10.4067 -7.4362 1.9232
112 H -10.5874 -5.7554 1.3956
113 H -6.3654 -4.0426 0.0483
114 H -5.2920 -2.8131 0.6590
115 H -8.2761 -2.9244 1.3171
116 H -7.4811 -1.8561 0.1707
117 H -7.1282 -1.7300 1.9022

Computed properties:
SMILES string = CCC[C@H](C)[C@@]1(CCCN)C(=O)N[C@](COC)(CC(C)C)[C@H]1B(O)OC.CCOP(=O)(OCC)OCC.CCOP(=O)(OCC)OCC
HOMO = -8.8 eV
Net charge = 0

=====

[2]
Here is a cluster of 5 separate species, C31H69N3O5 in total from the Open Molecules 2025 dataset. Energies are from ωB97M-V/def2-TZVPD.

Cartesian coordinates (Å):
1 C 0.1507 -0.4035 -1.4709
2 C -0.3020 -0.2431 -0.0065
3 O 0.0785 1.0303 0.4857
4 H -0.3826 -1.2817 -1.8479
5 H 1.2026 -0.6970 -1.4839
6 H -0.0325 0.4945 -2.0521
7 H 0.1311 -1.0850 0.5410
8 H -1.3877 -0.3690 -0.0143
9 H -0.7118 1.4002 0.9179
10 C -1.2475 1.2867 3.5216
11 C -2.5823 1.6595 2.9143
12 O -2.4352 1.8222 1.4959
13 H -0.9584 0.2841 3.1944
14 H -1.2922 1.3103 4.6092
15 H -0.4343 1.9434 3.2059
16 H -2.9276 2.6192 3.3158
17 H -3.3306 0.9005 3.1585
18 H -3.3051 1.8879 1.0941
19 C 2.4128 -0.8933 2.5630
20 C 3.2928 0.2008 3.2256
21 C 4.6916 -0.3686 3.4692
22 C 5.6098 -0.3857 2.2622
23 C 5.6721 1.0223 1.6497
24 C 4.2919 1.6255 1.3544
25 N 3.3996 1.4487 2.5020
26 O 2.1369 2.0447 2.2495
27 C 4.4561 3.1349 1.1318
28 C 3.7645 1.0318 0.0195
29 C 2.6970 0.5251 4.6124
30 H 1.3528 -0.6485 2.5687
31 H 2.6074 -1.8446 3.0598
32 H 2.7498 -1.0880 1.5404
33 H 5.1819 0.1483 4.3024
34 H 4.5676 -1.3800 3.8703
35 H 5.1803 -1.0267 1.4870
36 H 6.6027 -0.7095 2.5657
37 H 6.2371 0.9683 0.7145
38 H 6.2706 1.6818 2.2856
39 H 3.5271 3.6265 0.8502
40 H 4.8537 3.6185 2.0256
41 H 5.1628 3.2990 0.3134
42 H 3.7459 -0.0549 0.1138
43 H 2.7545 1.3785 -0.2090
44 H 4.3982 1.3592 -0.8022
45 H 2.6982 -0.3915 5.2087
46 H 1.6783 0.8980 4.5257
47 H 3.3323 1.2580 5.1058
48 H 1.6816 1.4249 1.6476
49 C -0.6221 7.1223 -3.0988
50 C -0.3038 5.6224 -3.1272
51 C -1.3958 4.8748 -2.3661
52 C -1.5659 3.4056 -2.7504
53 C -1.6978 3.2391 -4.2484
54 C -0.5189 3.8564 -5.0025
55 N -0.2841 5.2237 -4.5384
56 O 0.6563 5.9155 -5.3153
57 C 0.7471 3.0001 -4.8354
58 C -0.8946 3.8943 -6.4790
59 C 1.0614 5.4005 -2.4329
60 H -0.6546 7.4248 -2.0431
61 H -1.5506 7.4063 -3.5845
62 H 0.1951 7.7292 -3.4929
63 H -1.2064 4.9684 -1.2938
64 H -2.3500 5.3978 -2.5003
65 H -2.4756 3.0488 -2.2599
66 H -0.7300 2.8551 -2.3104
67 H -2.6157 3.7204 -4.5931
68 H -1.7379 2.1738 -4.4833
69 H 0.9624 2.6233 -3.8356
70 H 0.7180 2.1253 -5.4974
71 H 1.6396 3.5173 -5.2042
72 H -1.3326 2.9444 -6.7934
73 H -1.6720 4.6411 -6.6601
74 H -0.0640 4.1394 -7.1407
75 H 1.8585 5.8260 -3.0548
76 H 1.3097 4.3537 -2.2647
77 H 1.1284 5.9598 -1.4993
78 H 1.5254 5.6429 -4.9720
79 C -1.7633 -7.8886 -0.2309
80 C -2.6872 -6.9589 0.5740
81 C -2.4945 -7.2292 2.0592
82 C -3.2212 -6.2295 2.9383
83 C -2.7265 -4.8118 2.6704
84 C -2.7641 -4.4683 1.1501
85 N -2.2749 -5.5688 0.3291
86 O -2.4068 -5.2467 -1.0467
87 C -4.1985 -4.0247 0.7922
88 C -1.8371 -3.2756 0.9497
89 C -4.1365 -7.2520 0.1425
90 H -2.2262 -8.2211 -1.1565
91 H -1.4610 -8.7574 0.3554
92 H -0.8302 -7.3527 -0.4215
93 H -2.9118 -8.2119 2.2936
94 H -1.4386 -7.1856 2.3427
95 H -3.2087 -6.5584 3.9801
96 H -4.2968 -6.2325 2.7123
97 H -1.7026 -4.7108 3.0383
98 H -3.3970 -4.1032 3.1544
99 H -4.2599 -3.9742 -0.2966
100 H -4.9447 -4.7456 1.1309
101 H -4.4705 -3.0689 1.2386
102 H -1.9237 -2.9581 -0.0940
103 H -2.0153 -2.4548 1.6406
104 H -0.7983 -3.5994 1.0681
105 H -4.2558 -8.3357 0.0487
106 H -4.2867 -6.8956 -0.8800
107 H -4.9281 -6.8543 0.7712
108 H -1.5041 -5.3410 -1.3681

Computed properties:
SMILES string = CC1(C)CCCC(C)(C)N1O.CC1(C)CCCC(C)(C)N1O.CC1(C)CCCC(C)(C)N1O.CCO.CCO
HOMO = -8.0 eV
Energy above the lowest of the compared OMol25 structures with the same formula, charge and spin = 0.0 kcal per mole
Net charge = 0

=====

| no. | molar mass (g/mol) | F_max (Eh/bohr) | orbital gap (eV) |
| --- | --- | --- | --- |
| 1 | 734.66 | 0.125 | 9.032 |
| 2 | 563.91 | 0.032 | 8.356 |